17
Properties=species:S:1:pos:R:3:mulliken_charge:R:1 method="wB97M-V/def2-TZVPD" smiles="C[C@H]1CC=CCO1" orbital_gap_ev=10.25 relative_energy_kcal_mol=27.7 homo_ev=-9.1 lumo_energy_ev=1.17
H 1.68571 2.10947 0.14318 0.30
C 1.90315 -0.00483 0.23562 -0.20
H 1.61368 1.38386 -1.46001 0.27
H -0.75604 -1.99661 -0.25671 0.36
H -2.60631 -0.05687 -0.55643 0.34
C -2.16804 0.15110 0.41859 -1.49
C -0.13258 -1.10216 -0.37929 -0.67
H -2.58541 1.05539 0.86376 0.38
C -0.67504 0.18296 0.31352 0.49
C 1.31725 1.23674 -0.41264 -0.50
H -0.29064 0.23999 1.34639 0.29
C 1.19685 -1.13572 0.28498 -0.36
H 1.33081 -1.87329 1.06940 0.31
O -0.12566 1.27874 -0.38527 -0.45
H -2.37684 -0.69413 1.08898 0.36
H -0.04098 -0.93457 -1.46581 0.27
H 2.75677 0.12178 0.88975 0.32

***

17
Properties=species:S:1:pos:R:3:mulliken_charge:R:1 method="wB97M-V/def2-TZVPD" smiles="O[C@@H]1C=CCCC1" orbital_gap_ev=10.24 relative_energy_kcal_mol=28.9 homo_ev=-9.2 lumo_energy_ev=1.03
H 0.20021 -1.64474 1.30659 0.32
H -1.59727 -0.06649 1.19435 0.33
H -2.08409 1.31471 -0.85976 0.39
H 0.73182 0.02943 -1.14897 0.14
H -0.30585 2.68548 0.56957 0.33
C 1.10423 -0.24025 -0.16468 0.46
C -1.32428 -0.47255 0.22216 -0.49
C -1.15598 0.77895 -0.68731 -0.97
C -0.11142 1.69879 0.11933 -0.33
C 0.99790 1.07254 0.52246 -0.55
H 1.77550 1.39471 1.22340 0.39
H -0.95250 0.33647 -1.70464 0.26
O 2.40868 -0.74136 -0.20378 -0.55
H 2.34611 -1.69855 -0.21543 0.34
H -2.11839 -1.17190 -0.07479 0.36
H 0.06259 -2.05424 -0.40778 0.38
C 0.02275 -1.22100 0.30929 -0.82

***

17
Properties=species:S:1:pos:R:3:mulliken_charge:R:1 method="wB97M-V/def2-TZVPD" orbital_gap_ev=9.49 relative_energy_kcal_mol=48.3 homo_ev=-9.4 lumo_energy_ev=0.13
H -2.21547 0.65353 -0.78870 0.43
H 1.32117 0.88438 1.08987 0.25
C 1.08919 -1.14396 0.33948 -0.65
H -0.88373 -0.57282 -2.42418 0.38
C 0.63561 0.02979 1.18985 -0.57
H 1.17209 -1.70543 -1.75685 0.36
C -0.72021 0.53169 0.83506 0.30
H 0.47468 -2.02062 0.58011 0.30
H 0.56632 -0.19536 2.25608 0.30
H 1.64459 -0.04229 -1.44408 0.30
O -1.36777 1.05743 1.73794 -0.57
C -1.21016 0.32154 -0.54953 -0.06
C 0.93153 -0.82797 -1.14793 -0.67
C -0.46682 -0.35440 -1.44028 -0.39
H 2.12520 -1.39152 0.58091 0.30
H -1.37157 2.56998 0.10835 0.13
H -1.72466 2.20605 0.83391 -0.13

***

17
Properties=species:S:1:pos:R:3:mulliken_charge:R:1 method="wB97M-V/def2-TZVPD" smiles=C#C[C@](C)(O)CC orbital_gap_ev=11.09 relative_energy_kcal_mol=33.6 homo_ev=-10.1 lumo_energy_ev=0.96
C 0.96036 -0.34236 -0.58147 -0.66
O -0.38042 -0.99757 1.26749 -0.56
H -1.65493 3.18691 0.97952 0.46
C -1.50736 -0.77328 -0.89565 -1.66
H 3.06870 -0.13545 -0.21748 0.38
H -2.50572 -0.52423 -0.52231 0.41
H 1.06266 -1.39018 -0.88181 0.34
H -1.40778 -0.30611 -1.88162 0.34
C -0.42543 -0.23049 0.06594 1.54
C -0.77646 1.16869 0.40541 -1.22
H 2.10358 1.07745 0.62542 0.31
C -1.24247 2.23420 0.72192 0.16
H -1.11577 -0.71630 1.82543 0.38
H 0.98135 0.27336 -1.49164 0.33
C 2.13053 0.02714 0.31913 -1.19
H -1.42458 -1.86391 -1.00957 0.37
H 2.14731 -0.59451 1.21660 0.29

***

17
Properties=species:S:1:pos:R:3:mulliken_charge:R:1 method="wB97M-V/def2-TZVPD" smiles=C[C@H]1C[C@@]2(O)C[C@@H]12 orbital_gap_ev=9.87 relative_energy_kcal_mol=31.2 homo_ev=-8.9 lumo_energy_ev=0.95
H 2.35083 0.91985 -1.88711 0.31
H -2.62522 -0.36342 0.52827 0.31
H -1.93143 -0.48007 2.15399 0.38
C -1.70033 -0.55098 1.08542 -1.36
H 0.56238 -0.67725 -2.39546 0.26
C 0.87347 0.12637 0.96079 -0.93
H -0.75223 1.28380 -1.50027 0.38
C 0.36516 -0.69103 -1.32406 -0.77
C -0.62970 0.45006 0.67595 0.23
C -0.30042 0.57385 -0.81213 -0.38
H -1.39392 -1.58305 0.87943 0.28
O 2.32868 0.90465 -0.92178 -0.54
H 1.10157 -0.85674 1.39078 0.28
H 0.09807 -1.67810 -0.94352 0.14
H -0.87367 1.43845 1.08152 0.36
H 1.36884 0.90133 1.55069 0.31
C 1.15792 0.28230 -0.52253 0.73

***

17
Properties=species:S:1:pos:R:3:mulliken_charge:R:1 method="wB97M-V/def2-TZVPD" orbital_gap_ev=9.04 relative_energy_kcal_mol=112.3 homo_ev=-8.2 lumo_energy_ev=0.82
H -0.68217 -2.43057 1.18667 0.32
O -0.02915 2.28337 -1.19780 -0.56
C 0.07190 -2.10263 0.47560 -1.19
H -0.27908 -2.37830 -0.54627 0.29
H -1.23788 -0.69114 -1.05445 0.29
H 0.52334 1.21231 1.85586 0.36
C -0.19139 1.02905 1.08740 -0.73
H -1.16439 1.53050 1.34654 0.29
C 0.26349 -0.58235 0.53407 0.23
H 0.70267 2.84538 -0.91411 0.34
C -1.13204 0.15945 -0.42005 -0.87
H 1.08021 -0.43001 -1.52394 0.26
H 2.10777 0.43511 -0.32161 0.33
C 1.09462 0.07732 -0.54579 -0.40
H 0.97372 -2.71500 0.63941 0.32
H -2.10979 0.63337 -0.16564 0.29
C 0.00818 1.12415 -0.43590 0.44

***

17
Properties=species:S:1:pos:R:3:mulliken_charge:R:1 method="wB97M-V/def2-TZVPD" smiles="CC1CC1.C=C=O" orbital_gap_ev=10.26 relative_energy_kcal_mol=36.5 homo_ev=-9.4 lumo_energy_ev=0.90
H -0.50199 2.80579 1.66052 0.26
H 0.35671 2.31018 0.05909 0.34
H 2.42294 -0.07360 -0.23809 0.31
O -2.69015 2.79470 -0.61125 -0.36
C -1.67389 2.71649 -0.04424 0.87
C -0.53043 2.62353 0.59552 -1.06
H -0.66322 -1.83845 1.10748 0.24
H -0.70292 0.30230 -0.13492 0.05
C -0.58798 -0.59595 -0.73045 -0.43
H -1.07140 -0.55821 -1.70270 0.30
C -0.55804 -1.89289 0.02612 -0.60
H 1.05660 -1.86080 -1.47190 0.33
H 1.37032 -0.27671 1.17307 0.28
C 0.70365 -1.34644 -0.57973 0.19
H -1.02038 -2.76528 -0.42558 0.26
C 1.79764 -0.79332 0.30449 -1.31
H 2.45145 -1.58896 0.68005 0.35

***

17
Properties=species:S:1:pos:R:3:mulliken_charge:R:1 method="wB97M-V/def2-TZVPD" orbital_gap_ev=8.40 relative_energy_kcal_mol=77.3 homo_ev=-8.4 lumo_energy_ev=0.03
H 1.76739 -1.74254 0.83783 0.35
C -2.28030 -0.36069 0.41191 -1.39
H -2.05259 -0.36687 1.48347 0.33
C 1.08586 -0.92230 0.59527 -0.44
O -0.46646 1.09970 -0.02813 -0.41
H 2.62986 0.58042 0.42127 0.30
H -2.95140 0.47846 0.21262 0.32
C -0.98320 -0.17914 -0.38644 0.47
H 0.75252 1.40664 -1.66844 0.29
C 1.80586 0.19583 -0.18551 -0.53
H -1.22012 -0.19857 -1.46885 0.36
H 0.72064 -0.49478 1.54811 0.24
H 2.25351 -0.24370 -1.08246 0.30
H 1.14703 2.28346 -0.18106 0.31
C 0.81977 1.31685 -0.57217 -0.43
H -2.76613 -1.30194 0.14900 0.40
C -0.14427 -1.36617 -0.09997 -0.48

***

17
Properties=species:S:1:pos:R:3:mulliken_charge:R:1 method="wB97M-V/def2-TZVPD" smiles="C[C@H]1CC=C[C@H]1O" orbital_gap_ev=10.54 relative_energy_kcal_mol=4.4 homo_ev=-9.6 lumo_energy_ev=0.97
H -2.60683 -0.58287 0.10799 0.40
H -1.62618 -0.52496 -1.35201 0.30
H -0.22706 -1.84587 0.10523 0.29
C 0.06603 -1.08526 0.83621 -0.80
H -2.31808 0.96181 -0.71359 0.37
H 0.50716 2.11466 0.10649 0.36
C 0.50371 1.08104 -0.25633 -0.08
O 0.36048 1.20167 -1.66664 -0.59
H -0.21477 -1.45849 1.83015 0.34
H 2.75555 0.74817 -0.18490 0.41
H 0.54462 0.32951 -2.04095 0.39
H -0.92119 0.78501 1.34756 0.32
C 1.54721 -0.80651 0.70627 -0.22
C 1.78233 0.35851 0.10672 -0.75
C -1.85578 0.01537 -0.42343 -1.47
H 2.31223 -1.51276 1.02717 0.41
C -0.61947 0.24169 0.44060 0.35

***

17
Properties=species:S:1:pos:R:3:mulliken_charge:R:1 method="wB97M-V/def2-TZVPD" orbital_gap_ev=8.91 relative_energy_kcal_mol=95.8 homo_ev=-8.0 lumo_energy_ev=0.88
H -2.38544 -0.26993 -0.12833 0.29
H -0.93486 -2.73693 0.86098 -0.04
H 2.38967 1.29866 0.65691 0.35
C 1.46122 0.86372 0.29382 -0.21
H 2.51241 -0.94010 -0.12816 0.34
C -0.90552 1.27478 -0.50255 -0.57
C -0.63182 -1.10113 -0.97265 -0.61
C -1.30446 -0.12597 -0.01820 -0.42
H -0.92371 1.28935 -1.60334 0.32
H -1.09360 -2.79552 0.13215 0.09
H -1.64544 2.01182 -0.17517 0.34
C 1.50596 -0.62901 0.16696 -0.48
H 1.27758 -1.14472 1.10949 0.28
O 0.66472 -1.19911 -0.87115 -0.06
H 0.61793 2.74737 0.13553 0.35
H -1.05829 -0.22433 1.04799 0.40
C 0.45364 1.68105 -0.00429 -0.37

***

17
Properties=species:S:1:pos:R:3:mulliken_charge:R:1 method="wB97M-V/def2-TZVPD" smiles="C=C(C)/C=C/CO" orbital_gap_ev=10.25 relative_energy_kcal_mol=30.1 homo_ev=-9.4 lumo_energy_ev=0.86
H -1.74034 -0.17803 -0.24295 0.44
C 0.34356 -0.15727 -0.24792 -0.31
H 1.30383 -1.88679 1.43229 0.34
H -1.87068 -0.82597 -2.59921 0.25
H 2.44482 -0.72578 1.95775 0.30
H 1.07783 -1.10544 2.99625 0.37
H 0.09032 1.32909 2.82211 0.30
H -0.53959 1.86014 1.15667 0.31
C 1.36421 -0.93655 1.95920 -1.25
H -0.16021 -0.78937 -2.78279 0.27
O -1.05125 1.01552 -2.99527 -0.52
H -1.28881 1.68831 -2.35113 0.33
C -0.98353 -0.24449 -2.31963 -0.42
C -0.00560 1.13627 1.76266 -0.98
H 1.22347 -0.17615 -0.89173 0.27
C -0.83563 -0.11994 -0.83959 -0.39
C 0.62758 0.11648 1.18327 0.68

***

17
Properties=species:S:1:pos:R:3:mulliken_charge:R:1 method="wB97M-V/def2-TZVPD" orbital_gap_ev=9.23 relative_energy_kcal_mol=80.1 homo_ev=-8.5 lumo_energy_ev=0.77
C -1.81519 0.32038 0.24569 -0.37
C -1.35350 1.53928 -0.28647 -0.70
H 2.01348 -1.49814 0.70816 0.37
H 0.62741 1.30548 -1.38868 0.35
C 0.18278 1.35340 -0.38069 -0.62
H -2.82129 0.23345 0.65279 0.50
H 0.63268 2.26165 0.04382 0.38
H -0.65397 -1.37521 -1.37079 0.37
C -0.72106 -0.73895 0.47705 -0.30
C 1.83628 -0.62417 0.07145 -1.46
H 0.69948 0.45869 1.51587 0.26
O -0.73064 -1.77293 -0.49315 -0.57
H -0.87342 -1.25060 1.42921 0.49
H 2.72008 0.02043 0.15270 0.40
C 0.56290 0.11837 0.47992 0.43
H -2.13876 0.65114 -0.91990 0.19
H 1.78431 -0.98372 -0.96118 0.29